<one>
Entry from the OMol25 dataset: a cluster of 2 separate species, C4H11S in total (ωB97M-V with the def2-TZVPD basis set).

```
16
Properties=species:S:1:pos:R:3
C 0.91250 1.82164 0.23721
C -0.40281 1.60197 -0.49839
C -1.60249 1.11662 0.31969
H 0.79090 2.41612 1.15532
H 1.61401 2.27388 -0.46197
H 1.25474 0.87962 0.67211
H -0.24822 0.78424 -1.20669
H -0.67498 2.53409 -1.00555
H -2.44592 0.88085 -0.33220
H -1.29038 0.20239 0.82441
H -1.97881 1.80387 1.09135
C 0.88510 -3.37847 -0.14973
S 0.31350 -1.64882 -0.03869
H 0.68708 -3.94673 0.76509
H 0.25967 -3.83812 -0.92012
H 1.92610 -3.50314 -0.45183
```

highest occupied orbital energy	-2.188	eV
E_LUMO	0.1598	Ha
net charge	-1
Kohn-Sham gap	6.5	eV

---

<two>
Entry from the OMol25 dataset: a cluster of 2 separate species, C4H11S in total (ωB97M-V with the def2-TZVPD basis set).

```
16
Properties=species:S:1:pos:R:3
C -2.23309 -3.08084 -3.31609
S -0.88768 -4.34268 -2.64318
H -3.04862 -3.11293 -2.56337
H -2.50688 -3.17875 -4.35027
H -1.88236 -2.02559 -3.34772
C 1.04981 2.53810 0.83702
C 0.72495 1.73135 2.04870
C 0.93189 0.13480 1.67072
H 0.50303 2.50167 -0.11044
H 1.26238 3.70851 1.02270
H 2.08566 2.20605 0.55843
H 1.39135 1.88652 2.89400
H -0.30347 1.84628 2.38523
H 0.76670 -0.58532 2.53844
H 2.03243 -0.09834 1.46034
H 0.11389 -0.12880 0.91550
```

highest occupied orbital energy	-2.050	eV
E_LUMO	0.1116	Ha
net charge	-1
Kohn-Sham gap	5.1	eV

---

<three>
Entry from the OMol25 dataset: a cluster of 2 separate species, C4H11S in total (ωB97M-V with the def2-TZVPD basis set).

```
16
Properties=species:S:1:pos:R:3
C 3.74558 -2.34285 -0.28660
S 2.31425 -1.30964 -0.77665
H 3.43768 -3.10963 0.42628
H 4.58492 -1.80295 0.16452
H 4.12731 -2.83237 -1.18756
C -2.66170 1.75182 -0.17680
C -1.24739 1.42810 0.23362
C -0.96893 -0.06518 0.43484
H -3.31541 1.57823 0.68617
H -2.77047 2.83870 -0.33849
H -3.13387 1.35155 -1.07551
H -0.48030 1.75390 -0.47895
H -0.97320 2.09374 1.04435
H 0.10005 -0.23687 0.29435
H -1.45963 -0.62164 -0.35622
H -1.29888 -0.47491 1.39265
```

highest occupied orbital energy	-2.097	eV
E_LUMO	0.1332	Ha
net charge	-1
Kohn-Sham gap	5.7	eV

---

Energy ordering: <one> at the bottom, the next structure 0.177 eV above.

---

<one>
Entry from the OMol25 dataset: a cluster of 2 separate species, C4H10IP in total (ωB97M-V with the def2-TZVPD basis set).

```
16
Properties=species:S:1:pos:R:3
C -1.27874 0.30979 -1.11861
C -1.13327 2.02034 0.66110
C 0.89878 -1.26597 1.13396
C -0.80168 1.47020 -0.68791
P 1.65493 -1.15406 -0.52946
I 3.61738 0.23957 -0.01515
H -0.99863 0.05765 -2.11712
H 2.32501 -2.30708 -0.41051
H -1.88520 -0.16916 -0.39556
H -0.78992 1.14364 1.24777
H -2.23173 2.07737 0.86992
H -0.57362 2.93162 0.82577
H 1.56228 -1.45643 1.97269
H 0.08081 -1.94904 0.98733
H 0.47212 -0.26734 1.47883
H -0.21317 2.02447 -1.39803
```

structure (SMILES)	C=CC.CPI
highest occupied orbital energy	-8.816	eV
E_LUMO	0.0072	Ha
Kohn-Sham gap	9.0	eV

---

<two>
Entry from the OMol25 dataset: a cluster of 2 separate species, C4H10IP in total (ωB97M-V with the def2-TZVPD basis set).

```
16
Properties=species:S:1:pos:R:3
C 2.41409 -0.29062 0.87517
C 0.42110 0.21223 -0.95701
C 0.10765 -1.18168 1.01145
C 0.94483 -0.45127 0.33189
P -2.65248 1.50153 -0.22904
I -4.05054 -0.40590 -0.17861
H 2.85709 0.62205 0.38666
H 2.22417 -0.03007 1.88255
H 2.89158 -1.24047 0.63627
H 1.24042 -0.00266 -1.71379
H 0.08342 1.28470 -0.86317
H -0.42770 -0.19003 -1.27830
H -0.86407 -1.62308 0.76115
H 0.52092 -1.80961 1.82954
H -3.65354 2.24678 -0.94460
H -2.05693 1.35809 -1.55015
```

structure (SMILES)	C=C(C)C.PI
highest occupied orbital energy	-9.322	eV
E_LUMO	0.0037	Ha
Kohn-Sham gap	9.4	eV

---

Energy ordering: <one> at the bottom, the next structure 0.600 eV above.